# 1
{"formula": "C46H98Br26N3", "method": "ωB97M-V with the def2-TZVPD basis set", "elements": ["C", "C", "C", "C", "C", "C", "C", "C", "C", "C", "C", "C", "N", "C", "N", "C", "C", "C", "N", "C", "C", "C", "C", "H", "H", "H", "H", "H", "H", "H", "H", "H", "H", "H", "H", "H", "H", "H", "H", "H", "H", "H", "H", "H", "H", "H", "H", "H", "H", "H", "H", "H", "H", "H", "H", "H", "H", "H", "H", "H", "H", "H", "H", "H", "H", "H", "H", "H", "H", "Br", "C", "C", "Br", "H", "H", "H", "H", "Br", "C", "C", "Br", "H", "H", "H", "H", "Br", "C", "C", "Br", "H", "H", "H", "H", "Br", "C", "C", "Br", "H", "H", "H", "H", "Br", "C", "C", "Br", "H", "H", "H", "H", "Br", "C", "C", "Br", "H", "H", "H", "H", "Br", "C", "C", "Br", "H", "H", "H", "H", "Br", "C", "C", "Br", "H", "H", "H", "H", "Br", "C", "C", "Br", "H", "H", "H", "H", "Br", "C", "C", "Br", "H", "H", "H", "H", "Br", "C", "C", "Br", "H", "H", "H", "H", "Br", "C", "C", "Br", "H", "H", "H", "H", "Br", "C", "C", "Br", "H", "H", "H", "H"], "xyz": [[2.382, -2.550, 1.186], [2.922, -1.562, 0.097], [2.248, -0.149, 0.182], [3.051, 0.867, 1.103], [3.452, 2.170, 0.323], [2.557, 3.411, 0.667], [1.110, 2.995, 1.102], [-0.013, 4.046, 0.819], [-1.362, 3.213, 0.749], [-1.694, 2.787, 2.220], [-2.910, 1.777, 2.355], [-2.965, 0.710, 1.210], [-3.750, -0.529, 1.474], [-4.995, -0.302, 2.303], [-4.727, -0.311, 3.749], [-2.986, -1.678, 2.061], [-1.826, -1.330, 3.053], [-0.401, -1.182, 2.343], [0.332, -0.012, 2.872], [-4.254, -1.046, 0.117], [-5.544, -0.341, -0.398], [-3.180, -1.110, -1.008], [-3.260, 0.002, -2.107], [2.764, -3.575, 0.965], [2.674, -2.268, 2.216], [1.269, -2.623, 1.110], [2.696, -2.013, -0.896], [4.045, -1.514, 0.169], [2.170, 0.262, -0.855], [1.207, -0.290, 0.565], [2.521, 1.056, 2.061], [3.988, 0.324, 1.383], [3.419, 1.919, -0.764], [4.505, 2.442, 0.577], [2.476, 4.075, -0.223], [3.025, 3.957, 1.523], [0.843, 2.067, 0.537], [1.114, 2.706, 2.180], [0.154, 4.489, -0.187], [-0.100, 4.832, 1.605], [-1.141, 2.345, 0.082], [-2.185, 3.804, 0.282], [-2.032, 3.716, 2.745], [-0.824, 2.408, 2.793], [-3.823, 2.416, 2.240], [-2.928, 1.397, 3.392], [-1.919, 0.503, 0.891], [-3.405, 1.263, 0.347], [-5.444, 0.698, 2.089], [-5.731, -1.123, 2.140], [-5.191, 0.461, 4.209], [-4.982, -1.200, 4.161], [-2.517, -2.346, 1.299], [-3.677, -2.368, 2.601], [-1.707, -2.243, 3.694], [-2.038, -0.509, 3.763], [-0.493, -1.172, 1.233], [0.228, -2.073, 2.589], [-0.033, 0.298, 3.763], [0.335, 0.729, 2.181], [-4.541, -2.104, 0.332], [-6.474, -0.668, 0.116], [-5.452, 0.767, -0.318], [-5.733, -0.567, -1.474], [-3.322, -2.086, -1.524], [-2.127, -1.146, -0.637], [-3.725, 0.959, -1.796], [-2.240, 0.204, -2.483], [-3.815, -0.405, -2.988], [-5.425, -4.721, -0.063], [-5.406, -6.097, 1.318], [-5.502, -5.503, 2.701], [-3.795, -4.732, 3.235], [-4.500, -6.677, 1.166], [-6.273, -6.723, 1.109], [-5.715, -6.277, 3.436], [-6.247, -4.716, 2.784], [0.083, 2.394, -2.426], [1.267, 1.780, -3.847], [0.596, 1.847, -5.194], [-0.677, 0.389, -5.439], [1.586, 0.777, -3.577], [2.125, 2.451, -3.815], [1.329, 1.724, -5.990], [0.046, 2.771, -5.354], [3.321, -4.657, 3.890], [2.734, -3.265, 5.120], [1.624, -3.753, 6.014], [-0.077, -3.815, 5.064], [2.447, -2.408, 4.515], [3.616, -3.013, 5.706], [1.464, -3.060, 6.839], [1.802, -4.749, 6.411], [6.543, -3.330, -0.308], [5.960, -5.157, 0.030], [5.668, -5.882, -1.259], [3.952, -5.330, -2.004], [5.100, -5.100, 0.694], [6.788, -5.624, 0.557], [5.571, -6.953, -1.083], [6.415, -5.712, -2.029], [-3.756, 4.358, -1.321], [-3.481, 6.179, -1.971], [-2.897, 6.196, -3.363], [-0.981, 5.814, -3.357], [-2.856, 6.688, -1.241], [-4.473, 6.626, -1.968], [-2.977, 7.192, -3.796], [-3.365, 5.476, -4.029], [-6.710, 2.785, 1.841], [-7.841, 3.059, 0.275], [-9.203, 2.446, 0.477], [-9.151, 0.511, 0.264], [-7.307, 2.650, -0.579], [-7.919, 4.140, 0.167], [-9.899, 2.796, -0.284], [-9.620, 2.645, 1.461], [9.816, -5.310, 2.257], [10.887, -6.043, 0.804], [10.227, -5.814, -0.529], [8.750, -7.053, -0.809], [11.047, -7.095, 1.027], [11.838, -5.516, 0.856], [10.923, -6.012, -1.343], [9.822, -4.810, -0.640], [-2.388, -4.582, -2.587], [-1.419, -3.974, -4.169], [0.041, -3.723, -3.876], [0.301, -2.042, -2.924], [-1.938, -3.090, -4.533], [-1.529, -4.779, -4.893], [0.601, -3.613, -4.804], [0.498, -4.502, -3.272], [-2.864, 10.646, -5.772], [-2.841, 11.556, -4.050], [-2.775, 10.571, -2.913], [-4.508, 9.733, -2.600], [-3.722, 12.191, -4.014], [-1.948, 12.179, -4.068], [-2.530, 11.076, -1.980], [-2.061, 9.769, -3.084], [9.377, -2.962, -3.250], [8.397, -2.534, -4.875], [6.968, -3.005, -4.787], [6.837, -4.932, -5.051], [8.946, -2.977, -5.702], [8.439, -1.448, -4.956], [6.371, -2.567, -5.585], [6.503, -2.786, -3.828], [-0.499, 2.575, 5.308], [0.683, 4.075, 4.918], [2.011, 3.922, 5.614], [1.872, 4.352, 7.508], [0.152, 4.979, 5.203], [0.814, 4.061, 3.835], [2.736, 4.629, 5.213], [2.415, 2.915, 5.546], [-11.939, 2.345, 4.066], [-10.546, 2.130, 5.411], [-9.288, 1.566, 4.806], [-9.453, -0.348, 4.477], [-10.959, 1.506, 6.200], [-10.368, 3.131, 5.801], [-8.452, 1.665, 5.496], [-9.027, 2.029, 3.858], [9.838, -4.473, -7.938], [11.170, -3.094, -8.286], [12.444, -3.355, -7.524], [12.262, -2.884, -5.641], [10.712, -2.140, -8.037], [11.350, -3.137, -9.359], [13.248, -2.723, -7.898], [12.757, -4.395, -7.561]], "forces_ev_per_a": [[0.0, -0.3, -0.9], [-0.2, -0.3, 0.3], [0.4, -0.1, 0.2], [0.5, -0.7, -0.6], [0.1, 0.1, 0.6], [-0.4, -0.4, 0.2], [0.3, 0.3, -0.3], [-0.6, -1.3, -0.5], [0.8, 0.5, 0.8], [-1.2, -0.1, -0.6], [-0.1, 1.0, -0.1], [1.1, 2.0, 0.4], [-0.6, -0.6, -1.2], [-1.0, 0.5, 2.2], [0.3, 0.0, -0.9], [1.5, -0.9, 1.6], [0.7, -1.1, -0.6], [-0.5, -0.1, 1.4], [0.0, -0.6, -1.0], [-1.0, -1.2, -1.2], [-0.2, 0.2, 0.0], [0.4, 0.2, -0.3], [0.2, -0.5, -0.5], [-0.1, 0.7, 0.3], [-0.2, 0.0, -0.6], [1.0, 0.1, 0.0], [0.1, 0.3, 0.6], [-1.1, 0.2, -0.1], [0.0, -0.2, 0.8], [0.8, 0.2, -0.5], [0.4, 0.0, -0.7], [-0.6, 0.5, -0.1], [0.0, 0.4, 0.7], [-0.7, -0.2, -0.3], [0.2, -0.2, 0.7], [-0.3, -0.1, -0.8], [0.2, 0.7, 0.3], [0.1, 0.2, -0.7], [0.0, 0.0, 0.7], [0.2, -0.4, -0.6], [-0.3, 0.5, 0.5], [0.9, -0.6, 0.8], [0.4, -0.7, -0.3], [-0.6, 0.2, -0.8], [0.5, -0.6, 0.2], [0.1, -0.1, -0.7], [-0.9, -0.5, 0.4], [0.1, -0.8, 0.5], [0.5, -1.2, -0.5], [0.8, 0.6, -0.7], [0.0, -0.2, 0.1], [-0.1, 0.3, 0.2], [-0.6, 0.9, 0.0], [0.1, 1.1, -0.7], [-0.4, 0.8, -0.5], [0.0, -0.3, -0.6], [0.0, 0.2, 0.7], [-0.9, 0.5, -0.2], [-0.1, 0.1, -0.2], [0.0, 0.1, 0.5], [0.2, 0.9, 0.0], [0.8, 0.3, -0.1], [-0.2, -0.7, 0.0], [0.5, 0.1, 0.8], [0.1, 0.6, 0.5], [-0.9, 0.0, 0.1], [0.3, -0.6, -0.2], [-0.5, 0.1, 0.2], [0.2, 0.5, 0.7], [0.1, -0.1, 0.0], [-0.2, 0.0, -0.1], [0.2, -0.2, 0.0], [0.0, -0.3, 0.2], [0.0, 0.1, 0.1], [0.0, 0.1, 0.0], [0.0, 0.0, -0.1], [0.0, -0.1, -0.1], [0.1, -0.2, 0.0], [0.0, 0.2, 0.1], [0.0, -0.2, -0.2], [-0.1, 0.3, -0.1], [0.0, 0.0, -0.1], [-0.1, 0.0, 0.0], [0.0, 0.0, 0.1], [0.1, 0.0, 0.1], [0.0, 0.0, 0.1], [0.2, -0.2, -0.1], [-0.1, 0.2, 0.1], [0.1, -0.2, 0.1], [-0.1, 0.0, 0.1], [-0.1, 0.0, 0.0], [0.0, 0.0, -0.1], [0.0, 0.0, -0.1], [0.0, 0.0, 0.0], [0.1, 0.1, 0.1], [-0.2, -0.1, 0.1], [0.0, 0.1, 0.0], [0.0, 0.0, -0.1], [0.0, 0.0, -0.1], [0.0, 0.1, 0.0], [-0.1, 0.1, 0.1], [-0.4, 0.2, -0.5], [-0.2, 0.0, -0.1], [0.2, 0.2, 0.0], [-0.2, 0.0, 0.0], [0.0, -0.1, -0.1], [0.1, 0.0, -0.1], [-0.1, 0.0, 0.1], [0.0, 0.0, 0.1], [-0.1, 0.3, -0.1], [-0.1, 0.2, 0.1], [-0.1, -0.2, -0.2], [-0.1, 0.1, 0.1], [-0.1, 0.0, 0.1], [0.0, 0.0, 0.0], [0.1, 0.0, 0.0], [0.0, 0.0, -0.1], [0.0, -0.1, 0.0], [0.0, 0.2, 0.2], [0.1, -0.1, -0.2], [0.2, -0.1, 0.0], [-0.1, 0.0, -0.1], [-0.1, 0.0, -0.1], [0.0, 0.0, 0.1], [0.0, -0.1, 0.1], [0.0, 0.1, -0.1], [0.0, -0.2, 0.1], [0.0, 0.2, -0.1], [0.0, -0.2, 0.3], [0.1, 0.0, 0.0], [0.1, 0.0, 0.0], [-0.1, 0.0, 0.0], [-0.1, 0.0, 0.0], [-0.1, 0.0, 0.1], [0.2, -0.1, -0.3], [-0.1, 0.1, 0.2], [0.1, -0.1, 0.0], [0.0, -0.1, 0.1], [0.0, -0.1, 0.1], [0.0, 0.0, -0.1], [0.0, 0.1, -0.1], [0.0, 0.0, 0.0], [0.0, 0.2, 0.2], [-0.1, -0.1, -0.2], [0.0, 0.0, 0.1], [-0.1, -0.1, 0.1], [-0.1, 0.0, 0.0], [0.1, 0.0, 0.0], [0.1, 0.0, 0.0], [0.0, 0.1, 0.6], [0.0, -0.2, -0.3], [0.1, 0.2, 0.2], [0.0, -0.1, -0.1], [0.1, -0.1, 0.1], [0.0, 0.0, 0.0], [-0.1, 0.0, 0.0], [-0.1, 0.0, -0.1], [0.0, -0.1, 0.0], [-0.1, 0.3, -0.1], [0.1, -0.2, 0.2], [0.1, 0.1, -0.1], [0.1, 0.0, -0.1], [0.1, -0.1, 0.0], [-0.1, 0.0, 0.0], [-0.1, 0.0, 0.1], [0.0, 0.1, 0.0], [-0.1, -0.2, -0.2], [0.2, 0.3, 0.2], [-0.1, -0.1, -0.1], [0.1, 0.0, 0.0], [0.0, 0.0, 0.1], [-0.1, 0.0, 0.0], [-0.1, 0.0, 0.0]], "charge": 1, "orbital_gap_ev": 9.16, "spin_multiplicity": 1, "e_lumo_ev": -1.606}

---

# 2
{"formula": "C5H10O", "method": "ωB97M-V with the def2-TZVPD basis set", "elements": ["C", "C", "O", "C", "C", "C", "H", "H", "H", "H", "H", "H", "H", "H", "H", "H"], "xyz": [[-0.313, -0.962, 1.994], [0.154, -0.303, 0.698], [0.462, -1.426, -0.131], [-0.905, 0.560, 0.002], [-0.654, 1.789, -0.840], [-0.889, 0.476, -1.505], [-1.304, -1.409, 1.853], [-0.347, -0.287, 2.854], [0.388, -1.776, 2.203], [1.071, 0.277, 0.892], [1.174, -1.188, -0.726], [-1.880, 0.553, 0.495], [-1.454, 2.519, -0.907], [0.349, 2.207, -0.885], [-0.022, 0.024, -1.983], [-1.812, 0.227, -2.010]], "forces_ev_per_a": [[-0.1, 0.1, 0.0], [0.0, 0.1, 0.2], [0.5, -0.3, 0.1], [0.0, -0.3, -0.1], [0.0, 0.2, 0.0], [-0.2, -0.1, -0.1], [0.1, 0.1, 0.0], [0.0, 0.0, -0.2], [-0.1, 0.2, 0.1], [-0.2, -0.1, -0.1], [0.0, 0.0, -0.1], [0.2, -0.2, -0.3], [0.2, 0.0, 0.2], [-0.1, -0.1, 0.0], [-0.3, 0.0, 0.3], [-0.1, 0.3, -0.1]], "charge": 0, "orbital_gap_ev": 11.14, "spin_multiplicity": 1, "smiles": "C[C@@H](O)C1CC1", "e_above_lowest_kcal_mol": 32.4, "e_lumo_ev": 0.998}